*P*
The following is a quantum chemistry calculation of the molecule C4H7N3O2, from the Open Molecules 2025 dataset.

```
16
Properties=species:S:1:pos:R:3
O -0.0604 1.4908 0.0934
C 0.3613 -0.9743 -0.4597
C 1.2300 1.7014 0.5349
N 0.0229 -1.7101 -1.5433
H 1.5435 2.7897 0.1390
N -0.5572 -0.9696 2.7419
H 1.1427 1.7460 1.6409
C -0.4746 0.1368 0.0872
N -1.7973 0.0545 -0.3730
H -2.2912 0.8978 0.0176
H -0.9386 -1.8784 -1.8113
O 1.4907 -1.1540 -0.0201
H 0.8328 -2.2898 -1.7616
C -0.4638 -0.4727 1.7264
H 1.8867 0.8189 0.3664
H -1.9273 -0.1872 -1.3787
```

## Properties
Net charge: 0
SMILES: CO[C@](N)(C#N)C(N)=O
2S+1: 1
Kohn-Sham gap, hartree: 0.3974


*Q*
The following is a quantum chemistry calculation of the molecule C4H7N3O2, from the Open Molecules 2025 dataset.

```
16
Properties=species:S:1:pos:R:3
H 1.7883 -1.4614 1.2123
C 0.6244 0.9639 -0.3684
N 0.8142 -1.2714 1.4161
H 0.7078 -0.6361 2.2055
H -1.5948 -1.0143 1.4887
N 0.1277 -0.9362 0.2737
H -1.8562 -0.9815 -0.2821
H -2.3351 1.3640 0.8926
H 1.5801 1.2058 0.0851
C 0.6836 0.7537 -1.8630
O 1.1324 -0.4578 -2.2002
C -1.2388 -0.6009 0.5390
C -1.4158 0.9183 0.5488
N -0.4623 1.6188 0.1355
O 0.3679 1.5818 -2.6660
H 1.0769 -1.0468 -1.4175
```

## Properties
Net charge: 0
2S+1: 1
Kohn-Sham gap (alpha / beta), hartree: 0.3304 / 0.3304


*R*
The following is a quantum chemistry calculation of a cluster of 2 separate species, C4H7N3O2 in total, from the Open Molecules 2025 dataset.

```
16
Properties=species:S:1:pos:R:3
N 1.7550 -1.0194 -2.0094
H -0.1744 -2.5861 0.5278
H 1.0075 1.6584 1.6573
C 0.4491 -0.7798 -0.1147
H -1.0111 -1.2824 1.2056
C 0.4088 0.5866 -0.0607
O -2.3945 -0.0204 0.1436
N -0.1469 -1.6179 0.8113
C 0.0790 1.3949 1.1506
O -1.8586 1.5797 -1.4048
H -0.5441 0.8518 1.8559
H -0.4109 2.3282 0.8755
N 1.3846 -1.4027 -0.8770
H 2.5827 -1.5660 -2.2866
C -2.0538 0.7671 -0.6210
H 0.9276 1.1079 -0.8534
```

## Properties
Net charge: 0
SMILES: [H]/N=N/C(N)=C/C.O=C=O
2S+1: 1
Kohn-Sham gap (alpha / beta), hartree: 0.3057 / 0.3056


Which of them is the most stable? Correct choice: *R*.


*P*
The following is a quantum chemistry calculation of the molecule C2H6N2O, from the Open Molecules 2025 dataset.

```
11
Properties=species:S:1:pos:R:3
O -1.3817 -0.9434 -0.1130
H -2.2971 0.7199 -0.2547
C 1.3208 -0.6016 0.1981
N 0.8904 0.7495 -0.2788
H 1.1134 -0.6812 1.3298
H 2.4493 -0.4235 0.1826
H 1.0112 -1.5040 -0.4274
H -0.7830 -0.8092 -1.0655
C -0.2548 1.0603 0.0019
H -0.6440 2.0864 0.0070
N -1.4245 0.3468 0.4200
```

## Properties
Net charge: 0
SMILES: C/N=C\NO
2S+1: 1
Kohn-Sham gap, hartree: 0.3772


*Q*
The following is a quantum chemistry calculation of the molecule C2H6N2O, from the Open Molecules 2025 dataset.

```
11
Properties=species:S:1:pos:R:3
H 1.0800 -0.9373 -1.5079
N -0.1321 0.7400 1.7135
H -1.1780 -1.5824 1.1394
H 0.5744 1.5458 1.9379
H 0.9884 0.5149 -2.4690
N -0.7724 -1.0700 0.3160
H -0.5267 -0.4659 -1.9861
O 0.2265 0.7855 -0.5153
C -0.2256 0.0743 0.5124
H -0.5045 0.4466 2.5942
C 0.4701 -0.0514 -1.7350
```

## Properties
Net charge: 0
SMILES: [H]/N=C(\N)OC
2S+1: 1
Kohn-Sham gap, hartree: 0.3689


Which of them is the most stable? Correct choice: *Q*.


*P*
The following is a quantum chemistry calculation of the molecule C7H14, from the Open Molecules 2025 dataset.

```
21
Properties=species:S:1:pos:R:3
H 2.0425 1.7128 -0.3728
H -1.4501 1.1400 0.1830
H -1.2181 -1.2938 -1.7280
C -1.0106 0.1679 -0.0447
C 0.8211 0.2697 1.6271
H -2.5969 -0.1108 -1.5899
H 1.9820 -0.4306 -1.3583
C 1.3306 -0.8773 -0.5940
H -2.8334 -0.7303 0.8663
H 0.7145 -1.6185 -1.1136
C -1.7625 -0.5987 -1.0937
H 0.7381 1.5879 -1.5681
C 0.5191 0.2364 0.1176
C 0.9624 1.5706 -0.4953
H 1.9892 -1.4120 0.0992
C -1.9022 -0.9753 0.3577
H 0.3563 -0.5701 2.1580
H 0.4474 2.4104 -0.0197
H -1.4589 -1.9137 0.6845
H 0.4288 1.1965 2.0642
H 1.9006 0.2389 1.8207
```

## Properties
Net charge: 0
SMILES: CC(C)(C)C1CC1
2S+1: 1
Kohn-Sham gap, hartree: 0.4089


*Q*
The following is a quantum chemistry calculation of a cluster of 2 separate species, C7H14 in total, from the Open Molecules 2025 dataset.

```
21
Properties=species:S:1:pos:R:3
H 0.3235 -2.6473 3.1548
C -0.6178 0.4295 -0.3288
H -0.9918 1.9870 -3.5756
H 0.4885 1.6551 -1.8630
C 0.2303 0.0319 0.8395
C -0.4679 1.7053 -1.1359
H -0.9648 -1.5858 1.7736
H 0.2899 -1.9638 0.5726
H 0.3752 -0.9920 3.5821
H -0.4702 -0.3485 -1.1858
H 1.7855 -1.7808 2.6315
H -1.5141 2.0167 -1.8197
H 0.9954 -0.6014 -2.6306
H 1.2811 -0.0846 0.5895
C 0.0244 -1.3895 1.4051
C 0.4100 0.2870 -2.9017
H 0.1859 0.8729 1.6567
H -0.0519 2.5820 -0.3342
C 0.7059 -1.7081 2.7377
H -1.6974 0.3180 0.0101
C -0.3198 1.2161 -3.1778
```

## Properties
Net charge: 0
SMILES: CCCCC.C#C
2S+1: 1
Kohn-Sham gap, hartree: 0.3296


*R*
The following is a quantum chemistry calculation of the molecule C7H14, from the Open Molecules 2025 dataset.

```
21
Properties=species:S:1:pos:R:3
C 0.0454 -0.3252 1.2694
H 1.5443 1.2059 -0.9894
H 0.9298 -0.8449 0.9259
H 0.3547 1.7757 0.9414
H 1.9126 -0.9471 -1.7859
C 0.5707 0.7079 -1.0662
H -1.1581 1.2147 0.2655
H 0.3484 1.8201 -2.9935
C -0.1089 0.9217 0.4082
H -0.7990 2.2670 -1.7304
H -0.9962 0.7524 -2.6187
H 0.5654 -1.2519 3.2191
C -1.0108 -1.3253 1.6373
H -0.7202 0.0180 3.3956
H -2.0645 -1.0589 1.5796
H -0.7932 -2.3538 1.3650
C -0.2020 -0.6579 2.7209
H 0.2312 -1.1505 -2.2828
C 0.8733 -0.7687 -1.4773
C -0.2541 1.4238 -2.1635
H 0.7313 -1.4230 -0.6202
```

## Properties
Net charge: 0
SMILES: CC(C)CC1CC1
2S+1: 1
Kohn-Sham gap, hartree: 0.4120


*S*
The following is a quantum chemistry calculation of a structure of composition C7H14, from the Open Molecules 2025 dataset.

```
21
Properties=species:S:1:pos:R:3
H 1.1333 1.1800 2.2545
H 1.6252 1.8971 1.3105
H -1.4731 -0.3667 2.2724
H -1.5857 -2.1485 0.7489
H -1.9631 0.3970 0.7853
H -0.3513 1.7860 1.9067
C 0.0696 0.8866 1.4762
H -1.6997 -0.7774 -1.3672
C 1.0535 1.0851 0.3874
H 1.3286 1.4414 -1.7205
C 0.5813 0.9544 -1.0908
H 0.1390 -1.8227 0.8540
C -0.8130 -1.4093 0.4978
H 1.3504 -1.0743 -1.3607
H 1.9799 0.5316 0.4760
C -1.1046 -0.1170 1.2753
C 0.4327 -0.5138 -1.5896
H -0.7955 -2.2779 -1.4753
H -0.3746 1.4677 -1.2636
H 0.3507 -0.5108 -2.6894
C -0.7755 -1.2720 -1.0304
```

## Properties
Net charge: 0
2S+1: 1
Kohn-Sham gap, hartree: 0.3854


Which of them is the most stable? Correct choice: *P*.


*P*
The following is a quantum chemistry calculation of a cluster of 2 separate species, C7H14 in total, from the Open Molecules 2025 dataset.

```
21
Properties=species:S:1:pos:R:3
H -1.8843 0.5113 -1.1599
H -0.3476 1.7613 1.6725
H -0.9312 -0.2520 1.3626
C 0.2514 0.8887 -0.3244
H 2.0881 -2.0451 0.0224
C 1.1596 -0.0402 0.2921
H -2.6112 -0.6180 1.1745
H 1.1287 -1.4718 -1.4303
C 1.6864 -1.2037 -0.5381
H -1.3539 2.2268 0.2666
C 2.4546 0.0540 -0.5410
H 1.3007 -0.1437 1.3755
H -2.7897 -1.0016 -1.0026
C -0.3494 1.9067 0.5778
H -1.3723 -1.8436 0.8303
C -1.8267 -0.5270 -0.8072
H 2.3811 0.6835 -1.4198
H 0.3165 2.7437 0.3313
H -1.0749 -1.0085 -1.4532
C -1.6382 -0.7885 0.7123
H 3.3634 0.1373 0.0405
```

## Properties
Net charge: 0
2S+1: 1
Kohn-Sham gap, hartree: 0.3212


*Q*
The following is a quantum chemistry calculation of the molecule C7H14, from the Open Molecules 2025 dataset.

```
21
Properties=species:S:1:pos:R:3
H -0.7280 2.3264 -1.3516
H 0.1069 1.5312 -2.6996
C 1.5037 -0.3562 -1.1952
C -0.9283 -1.4963 1.9671
C 0.3458 0.5350 -0.7497
H -1.8826 0.3327 1.4349
H 0.1709 0.4856 2.7152
H 1.0431 -0.6222 1.5933
H -0.9169 -1.2761 -0.8964
H 2.4406 0.2114 -1.1728
C -0.9397 -0.2676 -0.4611
H 1.3741 -0.7598 -2.2075
H -1.8237 0.2290 -0.8836
H -0.4408 -2.3933 1.5939
H -1.7393 -1.7280 2.6611
H 0.6306 0.9007 0.2528
H 1.0331 2.4342 -1.4897
C -1.1067 -0.3314 1.0572
C 0.1739 1.7684 -1.6315
C 0.0712 -0.3128 1.9786
H 1.6120 -1.2110 -0.5151
```

## Properties
Net charge: 0
SMILES: CC(C)CC1CC1
2S+1: 1
Kohn-Sham gap, hartree: 0.4148


*R*
The following is a quantum chemistry calculation of the molecule C7H14, from the Open Molecules 2025 dataset.

```
21
Properties=species:S:1:pos:R:3
H -0.3329 4.0404 -0.4565
C -0.1296 2.1844 -1.3088
H 0.6995 -0.0472 1.2950
C 0.2188 -2.0741 1.0330
H -1.1065 -1.0900 2.4292
H 1.5952 0.9546 -1.1098
C 0.7047 -0.7693 0.4675
H 0.9096 -2.5730 1.7092
H -1.4337 -2.7775 2.3643
H 1.7225 -0.7170 0.0679
H -0.0657 -2.7788 0.2394
C -0.1489 -0.2166 -0.7244
H 0.5711 0.7560 -2.6000
C 0.5916 0.8675 -1.5159
C 0.3806 3.3050 -0.8142
H -1.1396 2.2118 -1.7117
H -0.3556 -1.1089 -1.3156
C -1.1499 -1.9318 1.7305
H 1.4254 3.4579 -0.6061
H -0.9721 0.2048 -0.2041
H -1.9847 -1.8981 1.0311
```

## Properties
Net charge: 0
SMILES: C=CCCCCC
2S+1: 1
Kohn-Sham gap, hartree: 0.3923


*S*
The following is a quantum chemistry calculation of a cluster of 2 separate species, C7H14 in total, from the Open Molecules 2025 dataset.

```
21
Properties=species:S:1:pos:R:3
H -0.8839 1.7629 1.1371
C -0.9189 -1.0746 0.6794
H 1.8451 -1.1780 -0.7394
H 2.1090 1.2325 0.1401
H 0.9627 -0.1600 -0.2911
C -2.2247 0.6606 -0.4502
H -3.0754 0.9923 0.0894
C 2.9930 0.5648 0.0374
H 4.0109 1.0114 0.2917
H -2.4622 0.8542 -1.5213
C 0.1035 0.0896 0.4683
H 0.6728 0.2762 1.3744
H 3.8692 -1.1608 -0.6813
H -0.3393 2.0201 -0.5456
C 2.8806 -0.6768 -0.4472
H -1.3862 -1.0169 1.6474
H -1.5739 -1.3600 -1.2665
C -2.0211 -0.8358 -0.3532
H -2.9197 -1.3634 -0.1167
H -0.4492 -2.0811 0.4115
C -0.8757 1.3007 0.0771
```

## Properties
Net charge: 0
SMILES: C1CCCC1.C=C
2S+1: 1
Kohn-Sham gap, hartree: 0.4149


Which of them is the most stable? Correct choice: *Q*.


*P*
The following is a quantum chemistry calculation of the molecule C7H14, from the Open Molecules 2025 dataset.

```
21
Properties=species:S:1:pos:R:3
H 0.9849 0.9420 -2.0412
C -0.9309 0.5914 1.8095
C -0.0569 1.7450 1.0367
H 1.4470 -2.0376 0.2690
C -1.1760 -0.2516 -1.1481
H 2.0912 -0.3366 -1.5708
C 0.4500 -1.8964 -0.1686
C 0.2058 0.2906 0.9169
H 0.3929 -2.4939 -1.0842
H -0.9004 0.2304 2.8574
C 0.1680 -0.4113 -0.4321
H -1.3999 0.8035 -1.3507
H -0.6369 2.2629 0.2555
C 1.2992 0.3138 -1.2015
H -1.1577 -0.7696 -2.1154
H 0.6399 2.4272 1.5402
H 1.7112 1.0169 -0.4769
H -1.9943 -0.6705 -0.5529
H -0.2867 -2.2881 0.5460
H -1.9523 0.5752 1.4326
H 1.0913 0.0295 1.5035
```

## Properties
Net charge: 0
SMILES: CC(C)(C)C1CC1
2S+1: 1
Kohn-Sham gap, hartree: 0.3937


*Q*
The following is a quantum chemistry calculation of the molecule C7H14, from the Open Molecules 2025 dataset.

```
21
Properties=species:S:1:pos:R:3
H -3.4932 0.6946 0.6944
C 2.1002 0.2879 -1.4752
H -0.4477 -0.6638 -1.1714
C -1.2846 0.5220 0.4084
H -1.1308 1.4437 0.9693
H 1.3077 1.4856 0.1477
C 1.5433 -0.5521 0.8389
C -2.7106 0.0744 0.2663
C -1.7860 -0.6495 1.2048
H -1.4447 -1.6398 0.9123
H -1.9356 -0.5277 2.2740
H 1.7832 0.7976 -2.3978
C -0.2922 0.3293 -0.7167
H 3.1467 0.5773 -1.2900
H -0.5124 1.0550 -1.5161
H 2.0571 -0.7791 -1.6535
C 1.1774 0.4728 -0.2594
H 1.3327 -1.5953 0.5438
H 2.6084 -0.5268 1.1138
H 0.9763 -0.3764 1.7606
H -2.9953 -0.4296 -0.6541
```

## Properties
Net charge: 0
SMILES: CC(C)CC1CC1
2S+1: 1
Kohn-Sham gap, hartree: 0.4161


*R*
The following is a quantum chemistry calculation of the molecule C7H14, from the Open Molecules 2025 dataset.

```
21
Properties=species:S:1:pos:R:3
H 1.7709 2.2252 0.4193
H -1.0227 -0.4248 -2.4220
C -1.5974 -0.3925 -1.4888
H -0.6800 -0.4103 1.8812
H -2.0492 -1.1623 1.0588
C 1.7740 -1.1561 0.4898
C 0.3947 0.8329 -0.5259
H -2.2948 0.4518 -1.5668
C -0.6728 -0.2054 -0.2975
H 2.7721 -0.7828 0.2207
H 0.0551 2.5512 0.7214
C 0.7992 1.7548 0.6035
H 1.8258 -2.2497 0.4810
C -1.3741 -0.2986 1.0429
H 0.8626 1.2315 1.5617
H -1.9817 0.5974 1.2283
H 0.8927 -1.1054 -1.4877
H -2.1866 -1.3150 -1.4250
H 0.3613 1.3270 -1.4977
H 1.5826 -0.8369 1.5183
C 0.7683 -0.6322 -0.5155
```

## Properties
Net charge: 0
SMILES: C[C@@H]1[C@H](C)C1(C)C
2S+1: 1
Kohn-Sham gap, hartree: 0.3864


Which of them is the most stable? Correct choice: *R*.


*P*
The following is a quantum chemistry calculation of a cluster of 11 separate species, BF4H20O10 in total, from the Open Molecules 2025 dataset.

```
35
Properties=species:S:1:pos:R:3
H -3.5277 0.4242 -0.4940
H -1.1081 -4.3393 0.2592
B 0.1285 -0.3536 0.0365
O -2.9068 0.8824 1.7729
O -1.3119 -3.4453 0.5541
H 2.7123 -0.5352 2.7534
O -1.7222 0.8511 -3.0193
H 2.5092 3.3093 0.0275
H -0.5819 -2.2429 3.4415
H 1.8454 -1.2882 1.7493
O 2.6812 -1.3479 2.2386
O 1.2449 -0.8005 -3.2173
H -3.4844 0.1242 1.9186
O -3.9698 0.3092 -1.3451
H -1.2567 1.1200 -2.2141
H 0.8585 -0.5649 -2.3609
H 0.3882 1.8198 3.4147
H -2.0372 0.4959 1.5966
F 0.1151 -0.4531 1.4476
H -0.8081 -3.2275 2.2766
O 0.6761 2.0514 2.5266
F 0.4348 -1.5970 -0.5241
H -3.2428 0.3423 -1.9920
H 0.4334 1.2812 1.9822
O 2.8191 2.4287 -0.2107
H -1.6744 1.6159 -3.6019
F 1.0080 0.6685 -0.3709
H 3.4339 2.5790 -3.1297
H -0.7104 -2.8684 0.0387
H 2.2160 1.8226 0.2550
H 1.8470 -0.0693 -3.4153
O -0.8410 -3.1510 3.2602
H 2.3074 2.1487 -2.1913
F -1.1587 0.0267 -0.3880
O 2.6831 1.9828 -3.0752
```

## Properties
Net charge: -1
2S+1: 1
Kohn-Sham gap, hartree: 0.3800


*Q*
The following is a quantum chemistry calculation of a cluster of 11 separate species, BF4H20O10 in total, from the Open Molecules 2025 dataset.

```
35
Properties=species:S:1:pos:R:3
O 23.5100 -9.8380 20.3902
H 26.0357 -4.5949 19.0841
H 19.6643 -3.9620 18.7163
H 22.9643 -3.8998 22.9502
O 22.4100 -3.2146 23.3095
B 24.1772 -5.8038 21.0525
O 20.2482 -4.3833 19.3509
H 20.7683 -3.6898 19.7058
H 22.0409 -7.0609 20.1452
H 21.8891 -8.5640 19.7638
H 25.3994 -7.6043 19.1335
H 20.7385 -5.0419 21.2917
F 22.9797 -5.5723 20.3578
O 20.5634 -5.3532 22.1599
F 25.3014 -5.7740 20.2612
O 23.1443 -3.4533 18.5328
O 21.9030 -7.4960 22.9979
H 22.6954 -7.2899 22.5248
F 24.0264 -7.0442 21.5783
H 23.0707 -4.2841 18.9862
H 24.1410 -9.3722 19.8681
H 23.8473 -3.4823 17.9253
H 24.2874 -3.0376 21.8180
O 24.2750 -2.1912 21.3926
H 21.7984 -8.4347 22.8433
H 23.3451 -9.3786 21.2042
H 24.5998 -7.6345 17.9418
H 27.0086 -4.9095 18.0701
F 24.2403 -4.8773 22.0464
H 21.5632 -3.5738 23.5128
O 24.8613 -8.2506 18.6747
O 26.3919 -4.2354 18.3024
O 21.4644 -7.7118 19.7421
H 21.2058 -6.0179 22.3323
H 23.6787 -2.3250 20.6575
```

## Properties
Net charge: -1
2S+1: 1
Kohn-Sham gap, hartree: 0.3656


Which of them is the most stable? Correct choice: *P*.